(1)
{"formula": "C2H3N3O", "method": "the ωB97M-V functional and the def2-TZVPD basis", "e_tot_ha": -317.4291, "total_charge": 0, "relative_energy_ev": 2.8101, "elements": ["N", "C", "C", "N", "N", "O", "H", "H", "H"], "positions_angstrom": [[-1.67164, -0.14087, -0.42452], [-0.44521, -0.28047, -0.03700], [0.63518, 0.67533, -0.06478], [1.81800, 0.34318, 0.40713], [2.82558, 0.05642, 0.81012], [-0.27097, -1.49548, 0.43869], [-1.40664, -1.55130, 0.16581], [-2.01347, 0.71237, -0.85128], [0.52919, 1.68081, -0.44418]]}

(2)
{"formula": "C16H29N3O2", "method": "the ωB97M-V functional and the def2-TZVPD basis", "e_tot_ha": -941.1938, "total_charge": 0, "relative_energy_ev": 19.1004, "elements": ["C", "H", "H", "H", "C", "C", "H", "H", "H", "C", "H", "H", "C", "C", "N", "O", "C", "N", "C", "N", "C", "H", "H", "H", "C", "C", "H", "H", "C", "C", "H", "C", "O", "C", "C", "H", "H", "H", "H", "H", "H", "H", "H", "H", "H", "H", "H", "H", "H", "H"], "positions_angstrom": [[2.63428, -3.35927, 4.45627], [1.71310, -3.70575, 3.98619], [2.42242, -2.40221, 4.77452], [3.14162, -3.97584, 5.14922], [3.83459, -2.93005, 3.31019], [3.98365, -4.42046, 2.67547], [4.58392, -4.28217, 1.93700], [3.16672, -4.86461, 2.13149], [4.55527, -5.18224, 3.20159], [3.25218, -1.96335, 2.34849], [4.06262, -2.04759, 1.53696], [3.28036, -1.19365, 2.87464], [2.03820, -2.11771, 1.64482], [1.55067, -1.22438, 0.72256], [1.80625, -1.07530, -0.58146], [1.25223, 0.07402, -0.76988], [0.93387, 0.90470, 0.32699], [1.11535, 0.03468, 1.37777], [0.45127, 2.15063, -0.01241], [-1.05671, 2.04544, 0.30201], [-1.30248, 1.97106, 1.60785], [-2.52619, 1.57427, 1.74418], [-1.23687, 2.72824, 2.21266], [-0.97566, 0.97588, 2.14491], [-1.43013, 3.22284, -0.61316], [-1.68811, 3.21247, -1.98491], [-0.62922, 3.22822, -2.21105], [-2.04119, 4.03403, -2.42393], [-2.55615, 2.00371, -2.32057], [-2.86906, 2.25841, -3.90628], [-3.29705, 3.10250, -4.22941], [-3.51222, 1.11285, -4.49862], [-3.04135, -0.19854, -4.28081], [-2.73162, -0.30444, -2.80079], [-1.86120, 0.70966, -2.19331], [-1.80878, 0.31266, -1.31966], [-0.78789, 0.71826, -2.85283], [-2.49776, -1.48883, -2.69203], [-3.73470, -0.49658, -2.34629], [-3.78653, 0.94878, -5.50108], [-4.79067, 1.12342, -3.89490], [-1.95097, 2.05302, -4.31854], [-3.43951, 2.04724, -1.81597], [-2.62739, 3.40178, 0.09964], [-1.00249, 4.14794, -0.10120], [0.84730, 2.89891, 0.88506], [0.68128, 2.68586, -0.78498], [1.04819, -2.30467, 2.35641], [2.11780, -3.21094, 0.84074], [4.70880, -2.93287, 3.80645]]}

(3)
{"formula": "C5H13NO2", "method": "the ωB97M-V functional and the def2-TZVPD basis", "e_tot_ha": -403.5698, "total_charge": 0, "relative_energy_ev": 0.1865, "smiles": "CC(C)CC(N)=O.O", "elements": ["C", "C", "C", "C", "C", "N", "O", "H", "H", "H", "H", "H", "H", "H", "H", "H", "H", "H", "O", "H", "H"], "positions_angstrom": [[-1.45007, -0.51374, -0.39708], [-0.26676, -1.16603, 0.30712], [0.26725, -2.35644, -0.50283], [0.88888, -0.16795, 0.53381], [0.44026, 1.15718, 1.07433], [-0.06005, 1.14166, 2.35477], [0.57966, 2.20394, 0.47496], [-1.20610, -0.19350, -1.41580], [-2.28416, -1.21424, -0.43111], [-1.84028, 0.33692, 0.16987], [-0.58938, -1.51923, 1.28944], [1.23988, -2.67029, -0.12303], [0.40281, -2.06093, -1.54210], [-0.43841, -3.18402, -0.45517], [1.54341, -0.60369, 1.29392], [1.52997, -0.01397, -0.33351], [-0.66768, 1.92347, 2.56734], [-0.37654, 0.28651, 2.78419], [0.62761, 2.88518, -2.93740], [1.06297, 2.16956, -2.46231], [0.59674, 3.55960, -2.24941]]}

(4)
{"formula": "C2H2Cl3NO", "method": "the ωB97M-V functional and the def2-TZVPD basis", "e_tot_ha": -1587.7145, "s_squared": 2.0064, "total_charge": 0, "relative_energy_ev": 3.2278, "spin_multiplicity": 3, "elements": ["C", "C", "N", "O", "Cl", "Cl", "Cl", "H", "H"], "positions_angstrom": [[0.78318, -1.00006, -0.15771], [-0.39690, 1.31672, -0.33285], [-0.20199, -1.73062, 0.44676], [0.82952, -1.07624, 1.18129], [-0.26187, 1.52685, 1.36208], [0.46468, 2.45354, -1.34464], [-1.95641, 0.95457, -0.87374], [1.70872, -1.28477, -0.85668], [-0.96893, -1.15999, 0.57549]]}